A cluster of 3 separate species, C22H29BrN4O7S in total. Source: the Open Molecules 2025 dataset; level of theory: the ωB97M-V functional and the def2-TZVPD basis.

Cartesian coordinates (Å):
Br 9.6847 1.1637 -0.8168
N 7.8831 0.6855 -0.8401
C 7.1542 0.8642 -1.9485
C 5.8128 0.5343 -1.9721
C 5.2252 0.0035 -0.8333
C 3.7839 -0.3495 -0.7774
C 2.8236 0.5072 -1.2978
C 1.4862 0.1561 -1.2066
N 1.1039 -0.9916 -0.6343
C -0.3440 -1.3093 -0.5421
C -0.8712 -1.3332 0.8868
C -0.2588 -0.3019 1.8274
C -0.4093 1.1676 1.3925
S -1.9694 1.5386 0.5455
C -1.5092 2.2070 -0.9965
N -0.8436 3.2741 -1.2839
N -0.7932 3.3452 -2.6583
C -1.4579 2.3375 -3.1003
O -1.9211 1.5362 -2.0961
C 2.0177 -1.8371 -0.1453
C 3.3693 -1.5445 -0.1979
C 6.0133 -0.1812 0.2984
C 7.3496 0.1688 0.2778
H 7.6497 1.2768 -2.8120
H 5.2411 0.6811 -2.8721
H 3.0935 1.4436 -1.7554
H 0.7334 0.8197 -1.5971
H -0.8687 -0.5495 -1.1085
H -0.5184 -2.2658 -1.0267
H -1.9440 -1.2003 0.8536
H -0.7132 -2.3156 1.3289
H 0.8090 -0.4678 1.9647
H -0.7177 -0.4238 2.8020
H 0.4164 1.4544 0.7459
H -0.3564 1.8244 2.2514
H -1.6761 2.0803 -4.1171
H 1.6871 -2.7643 0.2908
H 4.0860 -2.2461 0.1892
H 5.5811 -0.5810 1.1976
H 7.9577 0.0370 1.1549
C -2.6195 2.4862 6.9054
O -3.2648 3.5025 6.1353
C -3.3023 3.2783 4.8284
O -2.8414 2.3155 4.2603
O -3.9404 4.2883 4.2500
C -4.0653 4.1729 2.8333
H -2.6706 2.8099 7.9400
H -3.1373 1.5354 6.7964
H -1.5772 2.3838 6.6081
H -4.6313 3.2805 2.5714
H -3.0828 4.1456 2.3641
H -4.6029 5.0514 2.4906
C -2.0854 -2.3710 -3.7920
O -2.5125 -3.4012 -2.9082
C -3.6729 -3.9788 -3.2752
O -4.3116 -3.6764 -4.2430
O -3.9648 -4.9137 -2.3839
C -5.1861 -5.6226 -2.6488
H -1.1479 -1.9936 -3.3843
H -1.9057 -2.7517 -4.7955
H -2.8128 -1.5607 -3.8279
H -5.1266 -6.1384 -3.6041
H -6.0318 -4.9391 -2.6426
H -5.2963 -6.3475 -1.8489

Results
Molecular weight (u): 573.47
Total energy (eV): -124438.041
Energy above the lowest of the compared OMol25 structures with the same formula, charge and spin (kJ/mol): 0.0
Charge: +2
Highest occupied orbital energy (eV): -13.94
Frontier orbital gap (eV): 5.991

---

An isolated molecule of C3H2F2. Source: the Open Molecules 2025 dataset; level of theory: the ωB97M-V functional and the def2-TZVPD basis.

Cartesian coordinates (Å):
C 0.5659 0.1189 -0.4593
C 1.3371 1.0263 -1.2957
C -0.4928 -0.0027 0.4484
F 0.6493 2.0932 -1.5114
F -0.8090 -1.1586 1.0933
H 0.9975 -0.7969 -0.5938
H -1.0045 0.7334 1.0837

Results
Molecular weight (u): 76.05
Total energy (eV): -8573.588
Energy above the lowest of the compared OMol25 structures with the same formula, charge and spin (kJ/mol): 248.7
Charge: 0
Highest occupied orbital energy (alpha / beta) (eV): -9.43 / -9.43
Frontier orbital gap (alpha / beta) (eV): 8.322 / 8.323

---

A cluster of 2 separate species, C4H12O3 in total. Source: the Open Molecules 2025 dataset; level of theory: the ωB97M-V functional and the def2-TZVPD basis.

Cartesian coordinates (Å):
C -0.7710 -2.2464 0.9924
C 0.0900 -1.0433 1.3454
O 1.4867 -1.2913 0.9286
C -0.4111 0.2194 0.6608
C 0.5975 1.2450 0.1224
O 0.0010 2.5030 -0.3135
H -0.6198 -3.0834 1.6845
H -1.8074 -1.9393 0.9839
H -0.7049 -2.6304 -0.0260
H 0.2015 -1.0805 2.4308
H 1.4513 -1.9088 0.1907
H -0.9183 0.7633 1.4568
H -1.0936 -0.0440 -0.1999
H 1.1475 0.7421 -0.6576
H 1.2273 1.5737 0.9616
H 0.4752 2.7177 -1.1215
O -0.9335 0.5604 -2.9937
H -0.3013 1.2636 -3.1631
H -0.6147 0.1892 -2.1620

Results
Molecular weight (u): 108.14
SMILES string: C[C@@H](O)CCO.O
Total energy (eV): -10483.971
Energy above the lowest of the compared OMol25 structures with the same formula, charge and spin (kJ/mol): 112.7
Charge: 0
Highest occupied orbital energy (eV): -10.45
Frontier orbital gap (eV): 10.999

---

A structure of composition C6H10N2. Source: the Open Molecules 2025 dataset; level of theory: the ωB97M-V functional and the def2-TZVPD basis.

Cartesian coordinates (Å):
C -0.0324 2.1922 1.8105
C 0.0920 1.2718 0.6996
C 0.0145 0.1334 -1.0966
C -0.4090 -1.0547 -1.8630
C 0.2505 -1.9899 -0.8038
C -0.1307 -0.8548 0.0540
H 0.7925 2.1227 2.7450
H 0.0031 3.2373 1.2950
H -1.1606 1.8091 2.2502
H 1.0247 0.1768 -1.4470
H -1.5571 -1.1317 -1.6843
H -0.0207 -0.8779 -2.9377
H -0.2352 -2.8920 -0.5851
H 1.2825 -2.1010 -1.0767
H -1.1226 -1.1305 0.3417
H 1.1917 -0.2198 1.6906
N -0.3635 1.3563 -0.5686
N 0.3804 -0.0473 1.1761

Results
Molecular weight (u): 110.16
Total energy (eV): -9359.580
Energy above the lowest of the compared OMol25 structures with the same formula, charge and spin (kJ/mol): 468.6
Charge: 0
Highest occupied orbital energy (eV): -8.37
Frontier orbital gap (eV): 9.308

---

A cluster of 2 separate species, C3H6NP3 in total. Source: the Open Molecules 2025 dataset; level of theory: the ωB97M-V functional and the def2-TZVPD basis.

Cartesian coordinates (Å):
C 0.7485 0.7025 0.8200
C -0.7766 -1.0840 0.1832
C 0.5593 0.1598 -1.4445
N 0.1393 -0.0035 -0.1423
P 2.1890 1.6918 0.8092
P -1.4791 -1.2581 1.8013
P -1.9912 0.7469 -3.0937
H 0.4683 0.4151 1.8407
H -1.1096 -1.6306 -0.6401
H 1.3576 0.8578 -1.4488
H 2.2321 2.0471 2.1756
H -2.1980 -2.5511 1.5764
H -0.1396 -0.0937 -2.4371

Results
Molecular weight (u): 149.01
Total energy (eV): -32555.432
Energy above the lowest of the compared OMol25 structures with the same formula, charge and spin (kJ/mol): 650.1
Charge: 0
Highest occupied orbital energy (alpha / beta) (eV): -7.06 / -7.06
Frontier orbital gap (alpha / beta) (eV): 5.334 / 5.321

---

A structure of composition C29H34AuGeN2O2S. Source: the Open Molecules 2025 dataset; level of theory: the ωB97M-V functional and the def2-TZVPD basis.

Cartesian coordinates (Å):
Au -0.0901 -0.2021 0.2821
C 4.1054 -3.0086 -1.9230
C 4.5624 -2.4694 -0.7233
C 3.8297 -1.4959 -0.0775
C 2.6125 -1.0410 -0.6279
C 2.1378 -1.6247 -1.8144
C 2.8948 -2.5768 -2.4636
N 1.8879 -0.0383 0.0071
C 2.5501 1.0332 0.5607
C 3.7472 1.5178 -0.0270
C 4.4049 2.5958 0.5203
C 3.9016 3.2266 1.6561
C 2.7246 2.7603 2.2466
C 2.0475 1.6935 1.7039
H 4.6741 -3.7764 -2.4293
H 5.4922 -2.8173 -0.2939
H 4.1551 -1.0925 0.8727
H 1.2041 -1.2710 -2.2401
H 2.5560 -2.9892 -3.4048
H 4.1112 1.0571 -0.9347
H 5.3109 2.9582 0.0536
H 4.4187 4.0768 2.0798
H 2.3512 3.2308 3.1464
H 1.1479 1.3167 2.1765
C -4.6504 -0.7104 1.2278
S -3.1549 0.2880 1.2627
C -3.6192 1.4677 -0.0004
O -2.1149 -0.6591 0.5522
H -5.3784 -0.2299 1.8831
H -4.4332 -1.7040 1.6138
H -5.0363 -0.7736 0.2132
H -4.4348 2.0751 0.3953
H -3.9216 0.9363 -0.9015
H -2.7437 2.0800 -0.2026
C 0.8312 5.3629 -0.7140
N -0.1011 4.3353 -0.2628
C -1.3366 4.7674 0.3803
C 0.1307 3.0568 -0.4591
O -0.6332 2.1373 -0.0794
H 0.2905 6.1619 -1.2167
H 1.5578 4.9419 -1.4057
H 1.3628 5.7871 0.1393
H -1.2835 5.8328 0.5804
H -1.4874 4.2331 1.3183
H -2.1925 4.5800 -0.2703
H 1.0553 2.8397 -1.0047
Ge -0.5618 -2.8075 0.3895
C -0.7254 -3.2618 2.3208
C -1.7722 -2.8883 3.1928
C -1.7619 -3.3255 4.4911
C -0.7118 -4.1667 4.9339
C 0.3383 -4.5427 4.0683
C 0.3367 -4.0899 2.7745
C -1.6990 -3.3901 -1.0823
C -3.0684 -3.1615 -1.1714
C -3.7642 -3.6303 -2.2737
C -3.0965 -4.3535 -3.2550
C -1.7299 -4.5799 -3.1633
C -1.0222 -4.1054 -2.0690
H 0.8781 -3.2136 0.0216
H -2.5810 -2.2628 2.8522
H -2.5554 -3.0336 5.1661
H -0.7189 -4.5399 5.9522
H 1.1405 -5.1818 4.4130
H 1.1405 -4.3769 2.1087
H -3.5916 -2.6369 -0.3858
H -4.8280 -3.4509 -2.3506
H -3.6525 -4.7697 -4.0847
H -1.2118 -5.1272 -3.9386
H 0.0420 -4.2960 -1.9872

Results
Molecular weight (u): 744.25
Multiplicity: 3
Total energy (eV): -108714.228
Charge: +3
Highest occupied orbital energy (alpha / beta) (eV): -15.89 / -16.41
Frontier orbital gap (alpha / beta) (eV): 6.321 / 3.570

---

A cluster of 6 separate species, C27H53INO5S in total. Source: the Open Molecules 2025 dataset; level of theory: the ωB97M-V functional and the def2-TZVPD basis.

Cartesian coordinates (Å):
S 5.2583 -4.3096 -2.0747
C 4.7909 -3.2554 -3.5907
C 3.8996 -1.9623 -3.1201
C 2.8037 -1.4343 -4.2209
C 1.3278 -2.1402 -4.1273
C 1.0406 -3.5691 -4.8782
N 0.8002 -4.6612 -3.8144
C 0.6279 -4.1725 -2.5170
C 0.7073 -2.5345 -2.6627
I -1.4447 -2.0365 -2.9748
H 4.0900 -4.8051 -1.4480
H 5.8276 -2.8765 -4.0347
H 4.2274 -3.9271 -4.3661
H 4.6729 -1.0653 -2.9692
H 3.4498 -2.1675 -2.0447
H 2.6342 -0.2759 -3.9872
H 3.2913 -1.4613 -5.3015
H 0.6073 -1.4095 -4.7164
H 1.9156 -4.0484 -5.4941
H 0.0875 -3.4442 -5.5729
H 0.7746 -5.6894 -4.0779
H 0.4629 -4.7499 -1.5100
H 1.0300 -1.8890 -1.7310
C -2.5060 1.5193 -0.5925
C -3.3936 2.7364 -0.6335
C -2.5420 3.7237 -1.4014
O -1.7302 2.9596 -2.3037
C -1.8304 1.5744 -1.9452
H -3.0483 0.5853 -0.4247
H -1.7596 1.6308 0.2029
H -4.3058 2.5112 -1.1985
H -3.6847 3.1020 0.3545
H -1.8715 4.2743 -0.7331
H -3.1413 4.4442 -1.9655
H -2.4338 1.0743 -2.7105
H -0.8345 1.1229 -1.9358
C -2.2793 -1.2553 3.8162
C -3.1321 -2.0408 2.8536
C -3.0766 -1.1829 1.6084
O -1.8052 -0.5191 1.6167
C -1.2051 -0.6998 2.9068
H -1.8756 -1.8549 4.6359
H -2.8654 -0.4348 4.2470
H -2.6685 -3.0148 2.6573
H -4.1515 -2.2125 3.2083
H -3.8555 -0.4132 1.6210
H -3.1799 -1.7690 0.6906
H -0.3765 -1.4074 2.7936
H -0.8041 0.2528 3.2638
C 3.6337 -3.6434 -9.4142
C 2.2294 -3.6873 -9.9591
C 1.4070 -3.3109 -8.7460
O 2.2188 -2.4393 -7.9469
C 3.5622 -2.4814 -8.4478
H 4.3995 -3.5121 -10.1828
H 3.8494 -4.5701 -8.8692
H 2.1113 -2.9277 -10.7409
H 1.9507 -4.6569 -10.3794
H 1.1656 -4.1910 -8.1407
H 0.4748 -2.8043 -9.0123
H 3.7592 -1.5309 -8.9553
H 4.2632 -2.5842 -7.6149
C -1.8377 3.6532 3.5164
C -2.9624 4.0897 4.4193
C -2.8903 3.0672 5.5323
O -1.5158 2.6738 5.6475
C -0.8011 3.1761 4.5100
H -1.4672 4.4457 2.8613
H -2.1681 2.8161 2.8900
H -2.7522 5.0898 4.8165
H -3.9375 4.1156 3.9263
H -3.4745 2.1733 5.2894
H -3.2411 3.4639 6.4894
H -0.1689 4.0031 4.8514
H -0.1585 2.3911 4.1020
C 1.2337 3.4872 8.9373
C -0.1706 3.4434 8.3924
C -0.9930 3.8198 9.6055
O -0.1812 4.6913 10.4045
C 1.1622 4.6492 9.9037
H 1.9995 3.6185 8.1687
H 1.4494 2.5605 9.4823
H -0.2887 4.2029 7.6106
H -0.4493 2.4738 7.9721
H -1.2344 2.9396 10.2108
H -1.9252 4.3264 9.3392
H 1.3592 5.5998 9.3962
H 1.8632 4.5464 10.7366

Results
Molecular weight (u): 630.69
Total energy (eV): -59509.344
Energy above the lowest of the compared OMol25 structures with the same formula, charge and spin (kJ/mol): 392.2
Charge: +1
Highest occupied orbital energy (eV): -10.30
Frontier orbital gap (eV): 5.226

---

A structure of composition C4H10N3. Source: the Open Molecules 2025 dataset; level of theory: the ωB97M-V functional and the def2-TZVPD basis.

Cartesian coordinates (Å):
C -0.1081 -1.3837 0.0638
C 0.4213 1.4238 -0.2005
C -1.3013 -2.1611 0.4440
C 0.1730 -0.2093 0.8641
N 0.5113 -1.6541 -0.9866
N 0.4463 2.4857 0.5418
N 0.6692 1.4076 -1.5048
H -1.5206 -1.9828 1.4710
H -1.2503 -3.2655 0.4146
H -2.1444 -2.0258 -0.2088
H -0.6354 -0.0360 1.6477
H 1.1400 -0.3152 1.3006
H 1.3924 -1.2040 -1.1834
H 0.3450 2.5926 1.4614
H 0.2699 3.3366 0.0441
H 0.7488 0.5838 -2.1373
H 0.8430 2.4073 -2.0316

Results
Molecular weight (u): 100.14
Total energy (eV): -8771.676
Energy above the lowest of the compared OMol25 structures with the same formula, charge and spin (kJ/mol): 282.1
Charge: +1
Highest occupied orbital energy (eV): -13.56
Frontier orbital gap (eV): 9.728

---

A structure of composition C5H9NO4. Source: the Open Molecules 2025 dataset; level of theory: the ωB97M-V functional and the def2-TZVPD basis.

Cartesian coordinates (Å):
C -0.9868 0.5616 0.0298
C -1.3187 1.5797 1.0890
C 1.3981 -2.0447 0.1403
N -0.7020 -0.7875 0.5734
C 0.9051 1.0668 -0.3730
C 0.2057 -1.2969 -0.3326
O -1.5901 0.5499 -1.1021
O 0.9446 1.6893 -1.5658
O 1.7519 1.2293 0.4628
O -0.1712 -1.3863 -1.5613
H -1.0034 -0.6342 -1.6690
H 0.1129 1.4857 -2.0311
H -0.3483 -0.7576 1.5209
H -0.5306 1.6492 1.8382
H -1.4624 2.5492 0.6155
H -2.2557 1.2684 1.5670
H 1.0598 -2.8954 0.7394
H 1.9690 -2.4176 -0.7067
H 2.0222 -1.4090 0.7651

Results
Molecular weight (u): 147.13
Total energy (eV): -15009.545
Energy above the lowest of the compared OMol25 structures with the same formula, charge and spin (kJ/mol): 260.4
Charge: 0
Highest occupied orbital energy (eV): -8.12
Frontier orbital gap (eV): 7.883

---

An isolated molecule of C3H3N5O. Source: the Open Molecules 2025 dataset; level of theory: the ωB97M-V functional and the def2-TZVPD basis.

Cartesian coordinates (Å):
N 2.5225 -0.3282 -0.1311
N 1.3975 -1.0104 -0.4490
C 0.2738 -1.0780 -0.0124
N -0.7471 -1.7206 0.2739
N -1.9942 -1.1336 0.1719
C -1.8359 0.1021 -0.0003
N -2.1609 1.4142 -0.2141
C -0.7795 1.0512 -0.0381
O 0.2399 1.6436 0.0737
H 2.6806 -0.2183 0.8678
H 3.3210 -0.7445 -0.5983
H -2.9176 2.0226 0.0561

Results
Molecular weight (u): 125.09
SMILES string: NN=C=N/N=c1/[nH]c1=O
Total energy (eV): -12651.194
Energy above the lowest of the compared OMol25 structures with the same formula, charge and spin (kJ/mol): 466.9
Charge: 0
Highest occupied orbital energy (eV): -8.76
Frontier orbital gap (eV): 8.887

---

A structure of composition C6H2InO4. Source: the Open Molecules 2025 dataset; level of theory: the ωB97M-V functional and the def2-TZVPD basis.

Cartesian coordinates (Å):
In -3.0110 -2.5668 -0.2993
C -0.1539 0.5768 1.3777
C -0.1652 -0.8174 1.0041
C 0.3387 -1.1724 -0.4968
O -0.0966 -2.2798 -0.9073
C 0.9633 -0.1070 -1.2826
C 0.8825 1.1424 -0.7772
C 0.2440 1.4841 0.5212
O -0.0959 2.7002 0.8755
O 1.1933 2.1196 -1.5921
O -0.7846 -1.7146 1.5691
H -0.6759 0.8202 2.2913
H 1.3613 -0.1854 -2.2835

Results
Molecular weight (u): 252.90
Total energy (eV): -19604.715
Energy above the lowest of the compared OMol25 structures with the same formula, charge and spin (kJ/mol): 222.3
Charge: +1
Highest occupied orbital energy (eV): -13.31
Frontier orbital gap (eV): 4.773

---

An isolated molecule of C9H13BrClOP. Source: the Open Molecules 2025 dataset; level of theory: the ωB97M-V functional and the def2-TZVPD basis.

Cartesian coordinates (Å):
O -2.6878 1.3304 -2.6673
C -1.7056 0.6732 -2.6043
Cl -0.8913 0.2254 -4.0630
C -0.9480 0.3570 -1.3084
C -0.0976 -0.8987 -1.3974
C 0.2921 -1.6396 -0.1274
C -0.6402 -1.4296 1.0916
C -1.0221 0.0270 1.2981
Br -2.1217 -0.2115 3.0084
C 0.0535 1.0118 1.4915
C 0.8257 1.3021 0.2035
C 0.0049 1.5445 -0.9961
P -2.3194 0.3848 -0.0492
H 0.7851 -0.7265 -1.8934
H -0.7887 -1.6663 -1.9296
H 0.2691 -2.6477 -0.5074
H 1.3280 -1.3950 0.3084
H -1.5359 -2.0036 0.7659
H -0.1518 -1.6922 1.9589
H 0.7444 0.6299 2.2949
H -0.4382 1.9624 1.7856
H 1.3992 0.3654 -0.0749
H 1.3905 2.1930 0.3710
H -0.5934 2.3597 -1.0078
H 0.6747 1.6948 -1.7358
H -2.3120 1.7876 -0.1470

Results
Molecular weight (u): 283.53
SMILES string: O=C(Cl)[C@]12CCC[C@](Br)(CCC1)P2
Total energy (eV): -103443.834
Energy above the lowest of the compared OMol25 structures with the same formula, charge and spin (kJ/mol): 0.0
Charge: 0
Highest occupied orbital energy (eV): -9.68
Frontier orbital gap (eV): 10.125